Below is a structure of composition C35H27BrN3O3PPt at a distorted geometry, with properties calculated with ωB97M-V/def2-TZVPD.

Calculated values
- Net charge: +2
- LUMO energy (spin up / spin down): -6.8 / -8.4 eV
- 2S+1: 5

CARTESIAN COORDINATES (ANGSTROEM)
1 Pt 0.338876 0.536193 0.496077
2 Br 4.255908 1.953318 -8.280725
3 C 4.098885 0.371770 -7.284956
4 C 5.186302 -0.495415 -7.185216
5 C 5.073531 -1.646857 -6.441198
6 C 3.878321 -1.923606 -5.757979
7 C 2.769397 -1.064476 -5.902738
8 C 2.883829 0.072915 -6.664209
9 N 3.813165 -3.074544 -5.023372
10 N 3.003765 -3.472954 -4.214708
11 C 2.277489 -2.974980 -3.215489
12 C 1.204187 -3.768019 -2.737683
13 C 0.354624 -3.328457 -1.767878
14 C 0.510828 -2.051264 -1.168988
15 O -0.275728 -1.611765 -0.292448
16 C 1.664445 -1.258741 -1.586786
17 N 1.863223 -0.085522 -0.959994
18 C 2.928013 0.655732 -1.202746
19 C 3.916668 0.220326 -2.086039
20 C 3.735103 -0.963067 -2.762116
21 C 2.569271 -1.720209 -2.555832
22 H 6.106248 -0.264044 -7.703336
23 H 5.900140 -2.341385 -6.367765
24 H 1.824277 -1.326303 -5.442757
25 H 2.036807 0.733050 -6.789559
26 H 1.042490 -4.732187 -3.202798
27 H -0.478385 -3.935908 -1.441456
28 H 3.005419 1.605337 -0.687995
29 H 4.808893 0.813843 -2.224625
30 H 4.500775 -1.318943 -3.437249
31 C 0.212353 1.190043 6.382226
32 C 0.688975 1.825612 5.244961
33 C 0.489706 1.250881 3.999390
34 C -0.190327 0.038792 3.906351
35 C -0.685492 -0.596258 5.044897
36 C -0.474725 -0.013679 6.282812
37 P -0.340949 -0.816114 2.320292
38 C 0.970155 -2.067973 2.351181
39 C 0.810247 -3.426144 2.594979
40 C 1.921551 -4.258000 2.577077
41 C 3.184677 -3.746748 2.319615
42 C 3.355342 -2.382937 2.113334
43 C 2.253556 -1.548003 2.140534
44 C -2.027055 -1.375052 2.179166
45 C -2.991154 -0.399725 2.472687
46 C -4.332742 -0.716228 2.387708
47 C -4.715225 -1.999143 2.011806
48 C -3.760020 -2.960363 1.703694
49 C -2.413526 -2.650091 1.767895
50 H 0.373345 1.636511 7.354161
51 H 1.213950 2.767734 5.326519
52 H 0.848073 1.741615 3.100677
53 H -1.225915 -1.531473 4.960997
54 H -0.850854 -0.501321 7.172077
55 H -0.165161 -3.839585 2.814259
56 H 1.797405 -5.315040 2.771325
57 H 4.042922 -4.404995 2.307862
58 H 4.344397 -1.972890 1.954945
59 H 2.388295 -0.470223 2.052770
60 H -2.679688 0.595476 2.769738
61 H -5.080707 0.029997 2.617299
62 H -5.765775 -2.249889 1.951000
63 H -4.068186 -3.952589 1.403378
64 H -1.667919 -3.384456 1.496816
65 C -0.591079 4.166305 -1.096600
66 C -0.199386 2.846403 -0.528271
67 O 0.799529 2.710201 0.239180
68 O -0.883161 1.803024 -0.797387
69 H 0.293706 4.738704 -1.364555
70 H -1.134844 4.721176 -0.330080
71 H -1.244361 4.021307 -1.952753

Atoms 1-2, force components in eV/Å:
0.06 0.02 -0.92
-0.01 -0.14 0.06

***

Below is a structure of composition C35H27Cl2F2InN7O2Si at a distorted geometry, with properties calculated with ωB97M-V/def2-TZVPD.

Calculated values
- Net charge: -1
- LUMO energy: 1.3 eV
- Relative energy (zero: lowest compared OMol25 entry of this formula, charge and spin): 37.5 kcal/mol

CARTESIAN COORDINATES (ANGSTROEM)
1 In 11.868133 11.829321 11.216699
2 C 11.358494 10.037251 15.844200
3 Si 12.066873 11.119887 14.538845
4 C 12.405153 12.842839 15.231132
5 C 13.552619 10.079573 14.088549
6 N 10.943356 11.383619 13.214742
7 C 9.589301 11.563431 13.405809
8 C 9.025066 12.039996 14.626915
9 C 7.718279 11.749210 15.035062
10 C 6.842289 11.151088 14.123466
11 C 7.342509 10.773419 12.829911
12 C 8.591242 11.170663 12.421850
13 O 8.964742 11.063732 11.092338
14 C 8.091050 11.498284 10.078040
15 C 7.345542 12.673318 10.269212
16 C 6.399450 13.103595 9.306322
17 C 6.320355 12.369805 8.102892
18 C 7.140010 11.241193 7.863474
19 C 8.043890 10.817053 8.843452
20 H 12.147736 9.794416 16.515679
21 H 11.018323 9.123229 15.326764
22 H 10.515614 10.489754 16.371283
23 H 12.802406 12.820873 16.259947
24 H 11.521363 13.468298 15.124659
25 H 13.158237 13.287416 14.529402
26 H 13.756959 10.029280 13.028686
27 H 13.425922 9.037692 14.451927
28 H 14.450536 10.420233 14.611317
29 H 9.720728 12.528219 15.300988
30 H 7.354226 11.857453 16.075474
31 H 5.828184 10.787345 14.401441
32 H 6.719004 10.245473 12.093926
33 H 7.516526 13.228871 11.175218
34 H 5.800133 14.034645 9.508008
35 H 5.552162 12.681118 7.327718
36 H 7.092101 10.586624 7.023268
37 H 8.648172 9.908344 8.728452
38 Cl 12.248861 12.413737 5.987420
39 C 11.460791 13.422648 7.132857
40 C 10.820179 14.555446 6.625329
41 C 10.347986 15.510563 7.486308
42 Cl 9.734957 16.930793 6.830838
43 C 10.361170 15.299090 8.907378
44 C 9.857230 16.245814 9.829910
45 C 10.046123 16.054447 11.202462
46 C 10.595661 14.836215 11.650699
47 N 10.967068 13.867653 10.797450
48 C 10.907290 14.077537 9.433253
49 C 11.461617 13.102533 8.543709
50 O 11.948037 11.927554 8.949974
51 H 10.699523 14.695612 5.564319
52 H 9.363964 17.131646 9.434334
53 H 9.797056 16.847684 11.977472
54 H 10.684113 14.630585 12.744939
55 N 11.790528 9.622994 10.730643
56 C 11.737924 8.464174 10.864112
57 C 11.865325 7.140482 11.224899
58 C 12.104310 6.022107 10.426576
59 N 12.369277 5.120888 9.747767
60 C 11.709881 6.930879 12.630600
61 N 11.748494 6.892797 13.773704
62 N 17.549294 13.779281 7.826386
63 C 17.466383 12.644420 8.031617
64 C 17.311986 11.248139 8.275370
65 C 17.855789 10.722335 9.442334
66 C 17.956967 9.343064 9.590449
67 C 17.530420 8.519072 8.558299
68 N 16.996019 9.005509 7.406924
69 C 16.893486 10.344321 7.275933
70 H 18.175558 11.409729 10.208282
71 H 18.460262 8.911528 10.426348
72 H 17.551657 7.431354 8.613424
73 H 16.447279 10.715630 6.348320
74 F 14.754511 12.545224 12.548945
75 C 14.004331 12.466009 11.356513
76 F 14.104140 13.610037 10.651046
77 H 14.575421 11.729344 10.772058

Atoms 1-2, force components in eV/Å:
-0.06 -0.82 0.62
-1.51 0.01 -0.53

***

Below is a structure of composition C35H27ClCoN3O4PS, with properties calculated with ωB97M-V/def2-TZVPD.

Calculated values
- Net charge: -1
- LUMO energy (spin up / spin down): 2.5 / 1.7 eV
- Relative energy (zero: lowest compared OMol25 entry of this formula, charge and spin): 4.2 kcal/mol
- 2S+1: 5

CARTESIAN COORDINATES (ANGSTROEM)
1 Co 0.806951 -0.094217 0.442140
2 O 0.266148 1.839489 3.037123
3 S -0.356726 3.187165 3.230323
4 O -0.114790 4.103815 2.052749
5 O -1.107939 2.728832 -0.022934
6 C -2.121067 2.789493 2.945078
7 C -3.036515 3.707726 3.438352
8 C -4.394139 3.544772 3.217161
9 C -4.830993 2.449565 2.484158
10 C -3.913282 1.534006 1.990937
11 C -2.543378 1.686014 2.217696
12 P -1.365904 0.364056 1.683429
13 C -1.502626 -0.749494 3.130680
14 C -0.369628 -0.946587 3.912711
15 C -0.424467 -1.761886 5.033278
16 C -1.611096 -2.388031 5.381773
17 C -2.748712 -2.190351 4.610162
18 C -2.693939 -1.370732 3.494067
19 C -2.359129 -0.483142 0.369919
20 C -2.542669 -1.864060 0.322185
21 C -3.109501 -2.467276 -0.793518
22 C -3.503620 -1.704280 -1.881068
23 C -3.326142 -0.326928 -1.847300
24 C -2.756073 0.275588 -0.737700
25 H -2.664630 4.560191 3.996991
26 H -5.104238 4.263326 3.608364
27 H -5.887200 2.300741 2.295387
28 H -4.277250 0.689845 1.421259
29 H 0.552947 -0.447207 3.645204
30 H 0.466249 -1.912213 5.629831
31 H -1.651345 -3.031250 6.252277
32 H -3.679759 -2.675146 4.876944
33 H -3.587432 -1.218741 2.901162
34 H -2.214845 -2.483260 1.143113
35 H -3.224806 -3.543783 -0.810384
36 H -3.935992 -2.178067 -2.753643
37 H -3.622284 0.282012 -2.692710
38 H -2.605872 1.347774 -0.730042
39 O 2.694597 -0.362119 0.065564
40 C 3.440792 0.032111 -0.921622
41 C 4.624759 -0.671877 -1.235789
42 C 5.409098 -0.314328 -2.308415
43 C 5.063998 0.766565 -3.124582
44 C 3.925344 1.484571 -2.822969
45 C 3.119312 1.148096 -1.731536
46 C 1.977774 1.980733 -1.378023
47 N 0.857789 1.629721 -0.744163
48 C 0.093857 2.768962 -0.625968
49 C 0.743471 3.823203 -1.185749
50 N 1.937697 3.297471 -1.653742
51 H 4.873389 -1.520440 -0.611496
52 H 6.297078 -0.894146 -2.533114
53 H 5.663758 1.024853 -3.987052
54 H 3.629227 2.303531 -3.470723
55 H -1.065341 3.301388 0.792865
56 H 0.487570 4.864192 -1.242696
57 H 2.699355 3.808375 -2.060788
58 Cl 2.069009 -0.169281 -5.396025
59 C 2.461534 -1.489303 -4.329414
60 C 3.546488 -2.278396 -4.642833
61 C 3.890235 -3.340877 -3.814558
62 C 3.140303 -3.597760 -2.667200
63 C 2.058333 -2.809459 -2.352415
64 C 1.667184 -1.720358 -3.177699
65 C 0.564818 -0.936007 -2.829086
66 H 4.124834 -2.055482 -5.529307
67 H 4.746501 -3.955336 -4.060990
68 H 3.412794 -4.412988 -2.009383
69 H 1.493107 -2.994310 -1.447263
70 H 0.040458 -1.142794 -1.907073
71 H 0.253448 -0.085756 -3.415149
72 N 0.564943 -3.222465 1.016132
73 C 0.588181 -2.078049 0.847110

Atoms 1-2, force components in eV/Å:
0.09 0.38 0.14
0.04 0.00 -0.04

***

Below is a cluster of 6 separate species, C35H27ClN3O20 in total, with properties calculated with ωB97M-V/def2-TZVPD.

Calculated values
- Net charge: +1
- LUMO energy: -5.0 eV

CARTESIAN COORDINATES (ANGSTROEM)
1 N -6.079505 1.533413 -2.207379
2 C -5.751488 0.139506 -2.485525
3 C -5.218453 -0.596926 -1.277350
4 C -4.100805 -0.203201 -0.566845
5 C -3.703883 -0.945148 0.540815
6 N -4.349150 -2.004062 0.974683
7 N -5.404291 -2.346906 0.274415
8 Cl -6.230851 -3.711338 0.847413
9 C -5.860054 -1.734108 -0.808219
10 H -6.674700 1.603481 -1.387313
11 H -5.233804 2.057387 -2.012800
12 H -5.013893 0.105682 -3.281074
13 H -6.660009 -0.354842 -2.815953
14 H -3.520804 0.665950 -0.837261
15 H -2.822276 -0.666418 1.097742
16 H -6.732105 -2.147929 -1.287738
17 C 2.055595 -0.665990 3.624721
18 C 1.281668 0.076314 2.820454
19 C -0.208643 -0.138541 2.719020
20 O -0.823840 0.600621 1.960895
21 C -0.817529 -1.186147 3.503912
22 C -0.044435 -1.935664 4.307239
23 C 1.448406 -1.711252 4.418548
24 O 2.049372 -2.445082 5.178729
25 O -0.500017 -2.913627 5.059074
26 O 1.744176 1.051277 2.055252
27 H 3.124593 -0.517777 3.712036
28 H -1.885949 -1.335771 3.430015
29 H 0.271881 -3.276190 5.540668
30 H 0.978292 1.435279 1.590651
31 C 5.766995 -2.403255 3.987139
32 C 6.693604 -3.370245 3.907044
33 C 8.157676 -3.067079 3.681509
34 O 8.911353 -4.019007 3.637026
35 C 8.566348 -1.683703 3.532766
36 C 7.637731 -0.721876 3.611869
37 C 6.179790 -1.024244 3.850358
38 O 5.425467 -0.067296 3.914802
39 O 7.904509 0.569927 3.484157
40 O 6.424936 -4.657300 4.018833
41 H 4.720347 -2.613107 4.162135
42 H 9.612755 -1.472721 3.360414
43 H 7.056959 1.048576 3.569577
44 H 7.279837 -5.124586 3.931025
45 C -9.357389 3.728929 1.520708
46 C -9.403413 4.812155 2.315587
47 C -8.395388 5.934278 2.201119
48 O -8.527597 6.872164 2.958011
49 C -7.349104 5.825893 1.197780
50 C -7.318078 4.748608 0.406982
51 C -8.316395 3.625753 0.531275
52 O -8.182431 2.667069 -0.219734
53 O -6.422754 4.569556 -0.561919
54 O -10.308400 4.992281 3.252220
55 H -10.069670 2.920203 1.599852
56 H -6.636638 6.634092 1.113644
57 H -6.705515 3.760966 -1.028147
58 H -10.117273 5.855125 3.671262
59 C -4.603202 -1.586339 -7.526774
60 C -3.674461 -2.206997 -8.275932
61 C -2.579511 -3.052702 -7.661900
62 O -1.798155 -3.581970 -8.421816
63 C -2.529853 -3.181199 -6.212334
64 C -3.458831 -2.560264 -5.482164
65 C -4.554377 -1.727475 -6.096268
66 O -5.345798 -1.208543 -5.317520
67 O -3.525000 -2.607841 -4.150898
68 O -3.632307 -2.138559 -9.587786
69 H -5.387732 -0.980003 -7.956344
70 H -1.742444 -3.780950 -5.778429
71 H -4.323674 -2.087881 -3.938388
72 H -2.871205 -2.678295 -9.879932
73 C 8.935133 1.876908 -1.281953
74 C 9.893802 1.414698 -2.097029
75 C 11.126214 0.714089 -1.575062
76 O 11.923484 0.321765 -2.405910
77 C 11.277620 0.549838 -0.144709
78 C 10.319285 1.011039 0.672477
79 C 9.082311 1.707435 0.148865
80 O 8.273343 2.093861 0.972660
81 O 10.360117 0.888530 1.987724
82 O 9.858035 1.523030 -3.413419
83 H 8.053243 2.383160 -1.647618
84 H 12.163755 0.049923 0.219762
85 H 9.521064 1.251601 2.339936
86 H 10.676972 1.102096 -3.743207

Atoms 1-2, force components in eV/Å:
0.36 -0.23 0.27
-0.26 0.50 0.39

***

Looking at M for the records above, in order, we have 843.6 829.5 711.0 845.1 g mol⁻¹.